#w
DFT (ωB97M-V with the def2-TZVPD basis set) results for 2 unconnected molecules or ions with the total composition C6H12O2.

The geometry in XYZ format:
```
20
C6H12O2, DFT ωB97M-V with the def2-TZVPD basis set
C 0.84712 -1.45570 2.10817
C -0.64814 -0.96659 1.93090
C -0.65990 -0.14609 0.73770
C -0.07590 -0.52810 -0.43024
C -0.08955 0.21868 -1.61986
C 0.99070 0.09786 -2.44177
O 1.08436 0.44494 -3.70793
H 1.09716 -1.89517 3.07074
H 1.63609 -0.89126 1.82316
H 0.83202 -2.35449 1.51708
H -0.77082 -0.27885 2.79724
H -1.39376 -1.73222 2.03479
H -0.73109 0.92122 0.77298
H 0.33838 -1.61602 -0.54228
H -1.02997 0.59869 -1.83593
H 1.97357 -0.40471 -2.20250
H 0.40297 1.06352 -4.06485
H -0.75064 2.99418 -0.58174
H -1.50287 2.72823 0.74703
O -1.54974 3.20189 -0.11269
```

The net charge is 0. For the HOMO energy, the calculation gives -8.0 eV. As for the SMILES: CC/C=C/C=C/O.O.

Here are the Löwdin charges for atoms 1 to 8, given in e:
1 C -0.09
2 C -0.23
3 C -0.14
4 C -0.16
5 C -0.13
6 C -0.21
7 O 0.01
8 H 0.07

---

#x
DFT (ωB97M-V with the def2-TZVPD basis set) results for C6H12O2 in the gas phase.

The geometry in XYZ format:
```
20
C6H12O2, DFT ωB97M-V with the def2-TZVPD basis set
O -0.92689 1.42424 2.33671
C -0.01451 0.69774 2.21808
O 1.11032 1.00109 2.96876
C 0.28624 -0.45270 1.19545
C -0.27280 0.08217 -0.14818
C -1.75808 0.36859 -0.23760
C 0.07727 -0.97443 -1.27917
C 1.24252 -0.45942 -2.14185
H 1.00921 1.72924 3.62216
H -0.10571 -1.47671 1.53513
H 1.34659 -0.60214 1.15721
H 0.40655 1.06048 -0.41269
H -2.10286 0.41352 -1.28451
H -2.33154 -0.53879 0.13795
H -2.09060 1.35713 0.30078
H 0.24234 -2.03508 -0.82399
H -0.75084 -1.07525 -1.95454
H 2.21946 -0.97451 -1.89112
H 1.10515 -0.14412 -3.21233
H 1.30820 0.59896 -2.08627
```

The net charge is 0. For the HOMO energy, the calculation gives -10.1 eV. As for the SMILES: CC[C@@H](C)CC(=O)O.

Here are the Löwdin charges for atoms 1 to 8, given in e:
1 O 0.12
2 C -0.50
3 O 0.05
4 C -0.07
5 C -0.39
6 C -0.10
7 C -0.23
8 C -0.12

---

#y
DFT (ωB97M-V with the def2-TZVPD basis set) results for 3 unconnected molecules or ions with the total composition C6H12O2.

The geometry in XYZ format:
```
20
C6H12O2, DFT ωB97M-V with the def2-TZVPD basis set
C -0.09459 0.21379 0.11485
C 0.68394 -0.94564 -0.02666
C -0.98774 0.70838 -0.99349
C -0.50867 0.62438 1.50243
C 1.73931 1.23378 -0.20876
C -1.18034 -2.08631 0.27444
O 1.14870 -1.44944 -1.19423
O -1.89832 -2.17845 1.23578
H 0.66610 -1.06860 -1.94146
H 1.26359 -1.29155 0.81985
H -1.27078 -2.84621 -0.55844
H -0.73093 0.31300 -1.97878
H -0.61724 1.70966 1.56030
H -1.47398 0.17552 1.75357
H -2.02585 0.43730 -0.78742
H -0.92538 1.79789 -1.05616
H 0.21882 0.30339 2.24967
H 1.74555 1.54482 -1.25125
H 2.67219 0.72745 0.02742
H 1.57561 2.07683 0.45835
```

The net charge is 0. For the HOMO energy, the calculation gives -6.8 eV.

Here are the Löwdin charges for atoms 1 to 8, given in e:
1 C -0.44
2 C -0.28
3 C -0.04
4 C -0.05
5 C 0.02
6 C -0.14
7 O 0.03
8 O -0.02

---

Stability, highest: #x

---

#w
DFT (ωB97M-V with the def2-TZVPD basis set) results for C8H8N2O in the gas phase.

The geometry in XYZ format:
```
19
C8H8N2O, DFT ωB97M-V with the def2-TZVPD basis set
C -1.06480 -1.68514 -2.96110
C -0.43433 -0.96477 -2.25273
C -1.80452 0.81108 1.82301
C 0.04888 0.05772 2.64008
C -1.00285 0.45660 0.83983
C 1.35794 0.22838 -0.75584
C 1.36023 -0.53721 0.58566
C 0.17562 0.15674 -1.63695
N -1.09983 0.58758 2.94378
N 0.13070 -0.11605 1.30188
O -0.16677 1.41715 -1.95698
H -1.40982 -2.50259 -3.52073
H -2.71411 1.43494 1.95694
H 0.75596 -0.21200 3.36380
H 1.36679 1.34035 -0.44831
H 2.21597 -0.07240 -1.28533
H 1.20647 -1.58232 0.33284
H 2.25916 -0.31879 1.17443
H -1.18069 1.50075 -2.14429
```

The net charge is 0. For the HOMO energy (alpha / beta), the calculation gives -7.4 / -8.8 eV.

Here are the Löwdin charges for atoms 1 to 8, given in e:
1 C 0.14
2 C -0.07
3 C -0.20
4 C -0.19
5 C 0.01
6 C -0.14
7 C -0.09
8 C -0.36

---

#x
DFT (ωB97M-V with the def2-TZVPD basis set) results for C8H8N2O in the gas phase.

The geometry in XYZ format:
```
19
C8H8N2O, DFT ωB97M-V with the def2-TZVPD basis set
C 1.28295 -0.30131 0.00661
C 1.94171 0.94995 0.08501
C 1.21019 2.05671 0.06207
C -0.21783 2.01836 -0.08391
C -0.80652 0.79790 -0.12047
C -2.26674 0.37840 -0.01118
C -1.01713 -1.54884 0.06897
C -0.11827 -0.38629 -0.05093
H 1.57123 -2.27518 0.11714
H 2.98973 -1.44350 0.03906
H 3.03482 1.04104 -0.00804
H 1.72092 3.10607 0.05269
H -0.73353 2.90912 -0.13326
H -3.15889 -1.49062 -0.19963
H -0.92975 -2.45207 -0.61430
H -0.86126 -2.08147 1.02731
N 1.95415 -1.43399 -0.21901
N -2.32492 -0.97089 0.03360
O -3.27085 1.12660 -0.05172
```

The net charge is 0. For the HOMO energy, the calculation gives -8.1 eV. As for the SMILES: Nc1cccc2c1CNC2=O.

Here are the Löwdin charges for atoms 1 to 8, given in e:
1 C -0.29
2 C -0.06
3 C -0.09
4 C -0.01
5 C -0.10
6 C -0.39
7 C -0.15
8 C -0.12

---

Stability, highest: #x

---

#w
DFT (ωB97M-V with the def2-TZVPD basis set) results for 2 unconnected molecules or ions with the total composition C9H10N2O2.

The geometry in XYZ format:
```
23
C9H10N2O2, DFT ωB97M-V with the def2-TZVPD basis set
C -2.45535 -1.14612 -0.26670
C -2.23341 -2.05798 0.70225
C -1.55745 -0.14636 -0.53038
C -1.28558 -1.58043 1.69077
C -0.53050 0.16573 0.40667
C 1.28187 1.53861 1.06117
C 2.33096 -0.84104 -1.95603
C 0.56944 1.79531 -1.27739
C 0.40353 1.23229 0.10887
N -0.48171 -0.53841 1.47051
N 2.43394 -1.11924 -0.83138
O 1.46257 1.00682 2.29569
O 2.40373 -0.71862 -3.10752
H -3.31705 -1.20303 -0.86338
H -2.85347 -2.82000 1.08010
H -1.81023 0.56694 -1.33433
H -1.24533 -1.97359 2.71168
H 1.91689 2.44697 0.85418
H 1.52025 2.35698 -1.20597
H 0.58195 0.95921 -1.89784
H -0.18447 2.51037 -1.52720
H 0.82443 0.24932 2.37131
H 2.22497 -0.68375 0.04494
```

The net charge is 0. For the HOMO energy, the calculation gives -8.5 eV. As for the SMILES: C/C(=C/O)c1ccccn1.N=C=O.

Here are the Löwdin charges for atoms 1 to 8, given in e:
1 C -0.10
2 C -0.04
3 C 0.00
4 C -0.07
5 C -0.28
6 C -0.16
7 C -0.46
8 C -0.04

---

#x
DFT (ωB97M-V with the def2-TZVPD basis set) results for C9H10N2O2 in the gas phase.

The geometry in XYZ format:
```
23
C9H10N2O2, DFT ωB97M-V with the def2-TZVPD basis set
C -0.37921 -2.73290 -0.06376
C -1.07002 -2.47548 -1.20964
C 0.33930 -1.70773 0.53472
C -1.07326 -1.18917 -1.75686
C 0.34365 -0.40420 -0.00660
C -0.35004 -0.13546 -1.18345
C -0.93092 2.12114 -0.87423
C 1.20484 0.67116 0.60004
C 0.55050 1.03293 1.99370
N -0.42120 1.15721 -1.67569
N 1.14062 0.54097 3.03628
O -1.43430 1.88342 0.16070
O -0.76749 3.34245 -1.43021
H -0.33045 -3.78063 0.15976
H -1.48610 -3.38694 -1.78154
H 0.81161 -1.77186 1.51579
H -1.63282 -1.09443 -2.69496
H 2.09674 0.12918 0.85053
H 1.27722 1.57088 0.03768
H 0.05684 1.34910 -2.57365
H 2.11512 -0.02940 3.14739
H -0.89341 3.90015 -0.65936
H 0.83276 1.00961 3.87336
```

The net charge is 0. For the HOMO energy, the calculation gives -7.6 eV.

Here are the Löwdin charges for atoms 1 to 8, given in e:
1 C -0.10
2 C -0.11
3 C -0.02
4 C -0.01
5 C -0.18
6 C -0.22
7 C -0.66
8 C -0.14

---

#y
DFT (ωB97M-V with the def2-TZVPD basis set) results for C9H10N2O2 in the gas phase.

The geometry in XYZ format:
```
23
C9H10N2O2, DFT ωB97M-V with the def2-TZVPD basis set
C -0.78506 -0.87303 -2.64074
C -0.38711 -2.04253 -1.99950
C -0.92106 0.29640 -1.93754
C 0.07456 -1.90251 -0.74110
C -0.34655 0.50536 -0.68127
C 0.08646 -0.69613 -0.04494
C -0.40327 1.80506 0.08255
C 0.49729 -0.78613 1.36853
C 0.90732 1.84836 0.90877
N 1.12479 2.38196 2.00041
N 0.96142 -1.86063 1.97464
O 1.08697 -1.64981 3.40479
O 1.14986 -3.02530 1.66636
H -1.16580 -0.77873 -3.67420
H -0.41250 -2.98106 -2.55216
H -1.41092 1.15875 -2.34863
H 0.36999 -2.77769 -0.29556
H -0.32666 2.51236 -0.81290
H -1.21464 1.99668 0.71805
H 0.33456 -0.07914 2.04445
H 1.75794 1.55925 0.27964
H 2.01291 -1.73796 3.79121
H 0.31658 2.57763 2.46519
```

The net charge is 0. For the HOMO energy, the calculation gives -8.5 eV. As for the SMILES: [H]/N=C\Cc1ccccc1/C=[N+](\[O-])O.

Here are the Löwdin charges for atoms 1 to 8, given in e:
1 C -0.08
2 C -0.06
3 C -0.06
4 C -0.04
5 C -0.19
6 C -0.11
7 C -0.09
8 C 0.03

---

Stability, highest: #w

---

#w
DFT (ωB97M-V with the def2-TZVPD basis set) results for C2H5NO2 in the gas phase.

The geometry in XYZ format:
```
10
C2H5NO2, DFT ωB97M-V with the def2-TZVPD basis set
C -0.94095 -0.58437 -0.01403
C 0.97176 0.38970 0.39307
O 2.28666 0.64845 0.27068
O -1.95513 0.36391 -0.25271
N 0.38389 -0.13431 -0.61121
H 2.63567 0.12699 -0.47182
H -1.76153 0.70440 -1.14255
H 0.54872 0.84416 1.30406
H -1.20567 -1.51540 -0.52602
H -0.96342 -0.84352 1.05054
```

The net charge is 0. For the HOMO energy, the calculation gives -10.2 eV. As for the SMILES: O/C=N/CO.

Here are the Löwdin charges for atoms 1 to 8, given in e:
1 C -0.32
2 C -0.30
3 O 0.03
4 O -0.06
5 N 0.07
6 H 0.11
7 H 0.09
8 H 0.15

---

#x
DFT (ωB97M-V with the def2-TZVPD basis set) results for C2H5NO2 in the gas phase.

The geometry in XYZ format:
```
10
C2H5NO2, DFT ωB97M-V with the def2-TZVPD basis set
N 1.38285 0.10804 -0.01870
C 0.31783 -0.73226 0.14349
O 0.38913 -1.85576 0.60127
C -1.00529 -0.09717 -0.28802
O -1.02181 1.27606 0.05128
H 2.31873 -0.21756 0.16627
H 1.25129 1.02908 -0.40757
H -1.10540 -0.16508 -1.37680
H -1.83714 -0.64524 0.17079
H -0.69018 1.29991 0.95799
```

The net charge is 0. For the HOMO energy, the calculation gives -9.9 eV. As for the SMILES: NC(=O)CO.

Here are the Löwdin charges for atoms 1 to 8, given in e:
1 N 0.16
2 C -0.53
3 O 0.05
4 C -0.18
5 O -0.07
6 H 0.11
7 H 0.10
8 H 0.13

---

#y
DFT (ωB97M-V with the def2-TZVPD basis set) results for 2 unconnected molecules or ions with the total composition C2H5NO2.

The geometry in XYZ format:
```
10
C2H5NO2, DFT ωB97M-V with the def2-TZVPD basis set
C 1.21963 0.11792 -0.07258
C -1.61223 -0.24339 0.08374
N 1.74715 -1.02766 0.61310
O 1.82772 -0.84504 -0.85301
O 1.42212 1.42005 -0.01796
H -2.03592 0.62142 -0.32364
H -1.91119 -0.35613 1.08967
H -1.08784 -0.79426 -0.64489
H 2.66960 -0.81185 1.12618
H 2.33649 1.52555 -0.30243
```

The net charge is 0. For the HOMO energy (alpha / beta), the calculation gives -8.6 / -8.6 eV.

Here are the Löwdin charges for atoms 1 to 8, given in e:
1 C -0.45
2 C 0.11
3 N 0.08
4 O -0.01
5 O 0.10
6 H -0.03
7 H -0.01
8 H -0.03

---

Stability, highest: #x

---

#w
DFT (ωB97M-V with the def2-TZVPD basis set) results for 2 unconnected molecules or ions with the total composition C2H5NO2.

The geometry in XYZ format:
```
10
C2H5NO2, DFT ωB97M-V with the def2-TZVPD basis set
C -1.29571 -0.26825 -1.11431
C 1.60436 0.73594 0.32434
N -0.66048 -0.89641 -0.18861
O -0.81160 -0.54778 1.20748
O 0.90284 0.97103 -0.62413
H -1.16908 -0.55928 -2.19028
H -1.84835 0.60964 -0.79880
H 1.84555 -0.34283 0.55215
H 1.75986 1.51003 1.08762
H -0.32739 -1.21209 1.74454
```

The net charge is 0. For the HOMO energy, the calculation gives -9.6 eV. As for the SMILES: C=NO.C=O.

Here are the Löwdin charges for atoms 1 to 8, given in e:
1 C -0.05
2 C -0.14
3 N -0.10
4 O -0.10
5 O -0.05
6 H 0.10
7 H 0.08
8 H 0.09

---

#x
DFT (ωB97M-V with the def2-TZVPD basis set) results for C2H5NO2 in the gas phase.

The geometry in XYZ format:
```
10
C2H5NO2, DFT ωB97M-V with the def2-TZVPD basis set
C -1.63802 -0.55597 0.27506
C 1.32152 0.21757 0.15562
H -2.49939 -0.87405 -0.31116
H -2.01086 -0.08806 1.18435
H -0.98596 -1.41586 0.50358
H 0.14157 1.89831 0.10299
H 2.13246 0.85185 0.51841
N 0.12606 0.89810 0.17095
O -0.92668 0.37151 -0.56206
O 1.45654 -0.95007 -0.16031
```

The net charge is 0. For the HOMO energy, the calculation gives -10.0 eV. As for the SMILES: CONC=O.

Here are the Löwdin charges for atoms 1 to 8, given in e:
1 C -0.07
2 C -0.32
3 H 0.09
4 H 0.08
5 H 0.09
6 H 0.14
7 H 0.13
8 N -0.01

---

#y
DFT (ωB97M-V with the def2-TZVPD basis set) results for C2H5NO2 in the gas phase.

The geometry in XYZ format:
```
10
C2H5NO2, DFT ωB97M-V with the def2-TZVPD basis set
C 1.27916 0.54349 -0.55175
N -0.17122 -0.69969 1.33248
C -0.74929 -0.31927 0.28772
O -2.06336 -0.45569 0.02076
O -0.11165 0.30232 -0.71625
H -2.26671 -0.05177 -0.83530
H -0.78130 -1.14443 2.00413
H 1.47028 1.57304 -0.85141
H 1.84436 -0.14268 -1.18308
H 1.54973 0.39468 0.49271
```

The net charge is 0. For the HOMO energy, the calculation gives -10.0 eV. As for the SMILES: [H]/N=C(\O)OC.

Here are the Löwdin charges for atoms 1 to 8, given in e:
1 C -0.06
2 N 0.15
3 C -0.59
4 O 0.11
5 O -0.05
6 H 0.12
7 H 0.07
8 H 0.09

---

#z
DFT (ωB97M-V with the def2-TZVPD basis set) results for a molecular structure, C2H5NO2.

The geometry in XYZ format:
```
10
C2H5NO2, DFT ωB97M-V with the def2-TZVPD basis set
C -0.71659 0.42521 -0.77903
C 0.24794 0.32012 0.52027
N 1.02176 -0.67150 0.23979
O -1.85114 -0.36274 -0.61802
O 0.09113 0.97873 1.53090
H -1.62132 -1.28951 -0.75493
H 2.19492 -0.66421 0.75780
H 1.81965 -0.41118 1.55563
H -0.16263 0.20513 -1.69272
H -1.02373 1.46996 -0.75970
```

The net charge is 0. For the HOMO energy (alpha / beta), the calculation gives -9.8 / -9.8 eV.

Here are the Löwdin charges for atoms 1 to 8, given in e:
1 C -0.18
2 C -0.66
3 N 0.13
4 O -0.04
5 O 0.04
6 H 0.10
7 H 0.14
8 H 0.24

---

Stability, highest: #y